[1]
Entry from the Open Molecules 2025 dataset: C30H43As3N6Pt as an isolated structure in a non-equilibrium geometry (ωB97M-V/def2-TZVPD).

Summary:
HOMO level, eV: -12.81
Lowest unoccupied orbital energy, eV: -7.04
Energy above the lowest of the compared OMol25 structures with the same formula, charge and spin, eV: 2.5651
Electronic energy, eV: -226493.738
Net charge: +2
Maximum force, eV/Å: 2.4

The geometry in XYZ format:
```
83
Properties=species:S:1:pos:R:3:forces:R:3:lowdin_charge:R:1
C 2.390880 -1.858123 3.403627 0.192 0.015 -0.015 -0.399
C -0.508266 3.341105 3.266399 0.142 0.015 -0.066 0.006
H -5.013848 4.689402 -2.214094 0.022 0.010 0.027 0.119
C 2.425519 -3.157915 -1.132053 -0.254 0.167 -0.165 -0.238
H -0.131163 3.280851 4.281399 0.180 0.116 -0.093 0.138
C 0.015886 -1.247257 -2.236487 0.520 0.010 0.332 -0.390
C -0.074850 2.305124 2.300152 -0.347 -0.040 0.156 -0.367
H -1.512159 5.178633 3.535505 -0.098 -0.035 -0.045 0.127
C -3.802755 0.110242 0.362552 0.008 -0.050 -0.001 -0.112
C -0.430046 -1.819971 2.764018 -0.050 -0.029 -0.053 -0.326
H 2.675640 -2.221561 -1.623311 0.015 0.010 0.039 0.042
H 4.620790 -3.195635 1.216427 -0.026 -0.062 0.010 0.099
As 1.217394 -1.036280 2.023525 -0.183 -0.441 -0.002 1.091
C 4.460529 -1.083668 6.321686 -0.156 -0.033 -0.105 -0.348
H 5.639353 -0.867401 2.697877 -0.002 -0.010 -0.047 0.067
H -2.302314 5.259625 1.187224 -0.117 -0.059 0.084 0.137
H 3.251626 -3.861365 -1.229651 0.020 -0.011 0.081 0.058
N -2.658541 -0.555781 0.108191 0.329 0.221 0.790 -0.114
H 1.409273 -4.636659 2.454976 0.024 0.035 0.017 0.033
H -3.840422 3.781634 -4.196419 -0.010 -0.081 0.008 0.122
C 1.653408 -4.637842 1.396363 -0.103 -0.005 0.006 -0.222
C 3.852432 -2.037607 2.942757 -0.023 0.069 0.000 -0.668
C 3.894327 -2.412495 1.431471 0.019 0.047 0.094 -0.300
C 1.382047 2.672741 1.857441 0.035 0.110 -0.119 -0.025
H 3.455344 -1.493935 6.224265 0.019 -0.025 0.032 0.015
H -6.989572 -2.079851 1.297222 -0.009 -0.002 -0.012 0.122
N 0.110702 -1.063704 -1.056125 -0.704 -0.264 -0.329 -0.125
H -1.766903 -2.407291 -0.077291 0.023 0.029 0.027 0.091
C -0.889790 2.197846 1.060222 -1.165 -1.657 0.259 -0.182
H 5.184570 -1.890155 6.411937 0.003 0.002 0.005 0.020
H -6.167328 -3.578594 1.132277 -0.006 -0.005 -0.003 0.121
C -4.974079 -0.516310 0.686843 -0.088 0.011 -0.042 0.013
H 5.561577 -3.206393 3.598756 -0.013 -0.022 -0.008 0.104
N -0.128848 -1.482878 -3.432506 -0.489 -0.252 -0.406 0.117
C 4.643728 -0.730397 3.123174 -0.168 -0.108 0.195 -0.376
C -3.819124 -2.608442 0.475878 -0.077 -0.016 -0.042 0.009
H 0.325808 2.563284 -1.228888 0.036 0.406 -0.426 0.103
H 4.081931 -4.150138 3.401795 -0.009 0.003 0.025 0.086
C -3.490360 4.046623 -0.849517 -0.047 0.015 0.030 -0.026
N -0.438072 2.072527 -1.678509 0.168 -0.493 1.086 0.067
C -1.281859 4.360626 2.865601 -0.123 0.245 0.246 -0.024
H 4.179855 -1.543833 0.832521 -0.010 -0.004 -0.069 0.086
H 4.160618 0.066549 2.545147 0.052 0.007 -0.055 0.055
C 0.614963 -1.679704 -4.505054 0.175 0.168 0.249 -0.348
H 2.489481 0.865690 4.702899 -0.003 0.011 0.039 -0.003
C -2.233428 2.959509 -3.043878 0.116 -0.044 -0.128 -0.005
H -3.793452 -3.690326 0.490144 0.034 0.023 -0.013 0.123
C -2.691292 -1.899412 0.162114 -0.139 -0.073 -0.045 -0.162
C -4.068687 4.176270 -2.100322 -0.004 0.033 -0.035 -0.048
H -0.146847 1.707846 -2.577569 0.117 -0.107 0.064 0.107
N -6.134504 -2.574831 1.115622 0.061 0.045 -0.033 0.167
H 4.271894 -3.101157 4.801240 0.020 0.004 0.009 0.061
H 2.505295 -5.294372 1.221572 0.004 0.004 -0.002 0.056
As 2.139835 -2.885413 0.749036 0.563 -0.075 0.079 1.087
N 1.228684 -1.865926 -5.463745 -0.038 0.010 0.047 0.140
H -1.726163 2.541173 -3.906564 -0.043 0.006 -0.004 0.125
C -1.780085 4.374518 1.533747 0.419 -0.066 -0.109 0.080
H 2.347820 -1.259955 4.312383 -0.039 0.063 -0.021 0.049
H 1.398390 3.662471 1.399125 -0.017 -0.011 0.035 0.104
C -1.662872 2.821813 -1.788315 -0.002 -0.004 -0.374 -0.243
H -0.410028 -1.670116 3.843886 0.069 -0.007 0.000 0.041
As 4.994607 0.147772 4.890922 0.307 0.207 0.031 1.157
H -1.307153 -1.322706 2.360481 0.004 -0.002 -0.038 -0.015
Pt -0.772233 0.490207 0.036683 0.948 1.831 -1.196 1.019
C 4.479165 -3.188909 3.738663 -0.018 -0.007 -0.067 -0.045
H -3.756098 1.187746 0.281301 0.005 0.006 0.061 0.105
H -5.865994 0.067932 0.872822 0.040 0.017 -0.020 0.124
H 2.041447 2.676041 2.721380 -0.013 -0.016 0.039 0.066
H -4.009227 4.451013 0.011879 0.041 -0.005 -0.002 0.121
C -1.631072 3.311405 0.655136 0.070 0.615 -0.114 -0.181
H 0.801685 -5.004297 0.826553 -0.019 0.015 -0.013 0.046
H 1.530903 -3.579215 -1.584416 -0.007 0.017 -0.001 0.041
H 3.354797 1.727580 5.991856 -0.004 -0.007 -0.005 0.026
C 3.433336 1.345942 4.974159 -0.099 -0.097 -0.065 -0.355
H 1.950511 -2.829148 3.644293 -0.056 0.021 0.033 0.066
C -3.423792 3.649103 -3.207252 -0.001 -0.015 -0.007 -0.041
H 1.741365 1.937496 1.139385 0.027 -0.049 0.032 0.049
H 3.611248 2.193036 4.312362 0.029 -0.001 -0.004 0.003
H -0.493838 -2.887327 2.560480 -0.010 -0.016 0.056 0.023
H 4.505294 -0.495236 7.238129 0.003 0.016 -0.012 0.026
H -0.020243 1.341549 2.804814 0.030 -0.123 -0.012 0.086
C -2.273451 3.389295 -0.674733 -0.098 -0.168 0.082 -0.167
C -5.013421 -1.921429 0.769980 -0.006 -0.058 0.018 -0.291
```
Positions in Å, forces in eV/Å.


[2]
Entry from the Open Molecules 2025 dataset: C4H6AgO3 as an isolated structure in a non-equilibrium geometry (ωB97M-V/def2-TZVPD).

Summary:
2S+1: 2
<S²>: 0.757
HOMO level (alpha / beta), eV: -5.46 / -9.91
Lowest unoccupied orbital energy (alpha / beta), eV: -0.55 / -0.49
Energy above the lowest of the compared OMol25 structures with the same formula, charge and spin, eV: 0.0882
Electronic energy, eV: -14383.664
Maximum force, eV/Å: 5.6

The geometry in XYZ format:
```
14
Properties=species:S:1:pos:R:3:forces:R:3:lowdin_charge:R:1
O 1.261705 1.418589 0.043375 0.397 -0.351 1.053 0.006
H -0.451451 1.999540 -0.896974 0.105 -0.200 0.218 0.139
H -0.484536 -0.322549 -1.443448 0.288 -0.137 0.431 0.147
H -1.601451 -0.531900 1.417044 -0.051 -0.064 -0.315 0.092
C -1.681761 -0.679000 0.330207 0.092 -0.231 0.240 -0.049
C 1.789318 0.202894 0.437575 1.309 -1.292 -5.278 -0.494
C -0.144738 1.336879 -0.078347 -0.405 -0.046 0.354 -0.138
H -1.799996 -1.750481 0.121651 0.041 0.304 0.080 0.088
H -2.587360 -0.163869 -0.026108 0.311 -0.078 0.039 0.094
O 0.863697 -0.829232 0.184908 -1.908 2.242 0.623 -0.108
Ag 2.937433 -2.166930 -0.649395 0.143 -0.562 -0.356 0.449
H -0.621620 1.671278 0.857942 0.087 -0.082 -0.249 0.133
O 2.980677 -0.056276 0.062159 -1.904 1.137 2.750 -0.119
C -0.459917 -0.128948 -0.360595 1.495 -0.641 0.412 -0.241
```
Positions in Å, forces in eV/Å.


Question: What is the maximum force in the second record?
Answer: 5.6 eV/Å


Question: Among the records above, which one has the highest electronic energy?
Answer: C4H6AgO3


Copy entry 2 word for word.
Entry from the Open Molecules 2025 dataset: C4H6AgO3 as an isolated structure in a non-equilibrium geometry (ωB97M-V/def2-TZVPD).

Summary:
2S+1: 2
<S²>: 0.757
HOMO level (alpha / beta), eV: -5.46 / -9.91
Lowest unoccupied orbital energy (alpha / beta), eV: -0.55 / -0.49
Energy above the lowest of the compared OMol25 structures with the same formula, charge and spin, eV: 0.0882
Electronic energy, eV: -14383.664
Maximum force, eV/Å: 5.6

The geometry in XYZ format:
```
14
Properties=species:S:1:pos:R:3:forces:R:3:lowdin_charge:R:1
O 1.261705 1.418589 0.043375 0.397 -0.351 1.053 0.006
H -0.451451 1.999540 -0.896974 0.105 -0.200 0.218 0.139
H -0.484536 -0.322549 -1.443448 0.288 -0.137 0.431 0.147
H -1.601451 -0.531900 1.417044 -0.051 -0.064 -0.315 0.092
C -1.681761 -0.679000 0.330207 0.092 -0.231 0.240 -0.049
C 1.789318 0.202894 0.437575 1.309 -1.292 -5.278 -0.494
C -0.144738 1.336879 -0.078347 -0.405 -0.046 0.354 -0.138
H -1.799996 -1.750481 0.121651 0.041 0.304 0.080 0.088
H -2.587360 -0.163869 -0.026108 0.311 -0.078 0.039 0.094
O 0.863697 -0.829232 0.184908 -1.908 2.242 0.623 -0.108
Ag 2.937433 -2.166930 -0.649395 0.143 -0.562 -0.356 0.449
H -0.621620 1.671278 0.857942 0.087 -0.082 -0.249 0.133
O 2.980677 -0.056276 0.062159 -1.904 1.137 2.750 -0.119
C -0.459917 -0.128948 -0.360595 1.495 -0.641 0.412 -0.241
```
Positions in Å, forces in eV/Å.